Molecular formula: C6H10O5Rb
Method: DFT, the ωB97M-V functional and the def2-TZVPD basis

Properties
- HOMO level (alpha / beta) (eV) = -7.237 / -6.412
- gap between HOMO and LUMO (alpha / beta) (eV) = 7.008 / 5.743
- electronic energy (eV) = -17273.24121

The geometry in ORCA input format:
```
! wB97M-V def2-TZVPD RIJCOSX def2/J DEFGRID3
* xyz 0 2
Rb -3.68637 -0.22796 -0.35479
O -2.83259 -2.90328 -1.39875
C -2.38133 -2.69613 -2.78274
C -2.13506 -1.22633 -3.38859
O -3.09451 -0.18650 -3.42223
H -3.16783 -3.10071 -3.41979
H -1.44029 -3.24450 -2.82572
H -1.68960 -1.28813 -4.38149
H -1.30280 -0.77044 -2.85229
C 2.68232 0.15778 2.72008
C 1.62113 1.18067 2.46955
C 2.03833 2.27156 1.44901
O 0.83176 2.41730 0.59195
C -0.03928 1.34639 0.84020
O -1.06447 1.06432 0.19224
O 0.41237 0.61907 1.90804
H 3.46528 0.56066 3.36254
H 3.04949 -0.19080 1.75480
H 2.25910 -0.71054 3.22506
H 1.29327 1.74702 3.34124
H 2.97364 1.98637 0.96739
H 2.20752 3.19417 2.00422
*
```


Molecular formula: C7H12O
Method: DFT, the ωB97M-V functional and the def2-TZVPD basis

Properties
- HOMO level (eV) = -8.854
- gap between HOMO and LUMO (eV) = 9.637
- electronic energy (eV) = -9497.69529
- structure (SMILES) = C=CC(=C)C(=C)C.O

The geometry in ORCA input format:
```
! wB97M-V def2-TZVPD RIJCOSX def2/J DEFGRID3
* xyz 0 1
C -1.27886 1.21890 1.97084
C -1.14425 1.01388 0.47278
C -2.12622 1.43483 -0.30130
C -0.46871 -1.35776 0.05196
C -0.24088 0.00558 -0.08098
C 0.94620 0.58687 -0.66852
C 1.52510 0.42193 -1.90162
H -1.16356 2.29643 2.18189
H -0.44384 0.63120 2.56441
H -2.26865 0.95325 2.37659
H -2.19012 1.01735 -1.32000
H -2.92016 2.07784 0.00214
H 0.25853 -2.14498 -0.12770
H -1.37804 -1.87308 0.36637
H 1.25048 1.29796 0.00026
H 2.53222 0.89649 -2.16848
H 1.26890 -0.42503 -2.54210
H 1.85899 -2.50742 -0.18205
H 3.10252 -3.20197 -0.54835
O 2.88036 -2.34227 -0.14615
*
```


Molecular formula: C29H72CuN5O12
Method: DFT, the ωB97M-V functional and the def2-TZVPD basis

Properties
- HOMO level (alpha / beta) (eV) = -9.881 / -9.881
- gap between HOMO and LUMO (alpha / beta) (eV) = 2.242 / 2.253
- electronic energy (eV) = -107880.72140

The geometry in ORCA input format:
```
! wB97M-V def2-TZVPD RIJCOSX def2/J DEFGRID3
* xyz 1 2
Cu 0.38423 6.78177 -13.74784
O 5.48969 8.73183 -16.31386
C 4.42556 8.28335 -15.73347
O 3.56791 7.65588 -16.35657
O 4.18828 8.41497 -14.58652
H 5.52298 8.54344 -17.25460
C 8.67223 7.55531 -19.33482
O 9.53618 8.39892 -18.57020
C 10.85540 7.88446 -18.46177
C 11.62570 8.60360 -17.40771
N 10.98191 8.57228 -16.08414
C 11.57942 9.48488 -15.13514
C 10.77524 9.70228 -13.83439
O 11.42738 10.47647 -12.83413
C 11.69885 11.78478 -13.26628
H 8.52867 6.59174 -18.84592
H 9.08549 7.26132 -20.29965
H 7.72044 8.06996 -19.46638
H 11.44502 7.89085 -19.37851
H 10.83869 6.85912 -18.09230
H 11.79245 9.62507 -17.74960
H 12.62455 8.18464 -17.28574
H 9.99823 8.79828 -16.12142
H 11.75967 10.44792 -15.61282
H 12.57397 9.10703 -14.89811
H 10.54859 8.78145 -13.29698
H 9.82048 10.16718 -14.08016
H 12.41104 11.83622 -14.08984
H 12.23194 12.18812 -12.40533
H 10.78068 12.36636 -13.34889
C 2.84335 9.86400 -27.58589
O 2.37538 9.95443 -26.24846
C 2.11609 8.65957 -25.70399
C 1.60798 8.68276 -24.25205
N 1.13113 7.30083 -23.97691
C 0.59469 7.11905 -22.59231
C -0.15888 5.76943 -22.46818
O -1.36388 5.76400 -23.22962
C -2.42368 6.62430 -22.71806
H 3.72059 9.23270 -27.72735
H 2.99066 10.86256 -27.99730
H 2.05912 9.39810 -28.18256
H 3.00960 8.03628 -25.73930
H 1.39734 8.14265 -26.33984
H 0.94773 9.53190 -24.07560
H 2.37389 9.00838 -23.54817
H 0.47995 7.04729 -24.70615
H -0.05806 7.94565 -22.31172
H 1.38687 7.04292 -21.84749
H -0.37918 5.54009 -21.42560
H 0.51839 5.00653 -22.85210
H -3.31177 6.49993 -23.33768
H -2.11144 7.66770 -22.67414
H -2.74066 6.26500 -21.73902
C 0.54431 15.67409 -24.45282
O 1.02002 16.64809 -23.47222
C 2.41335 16.68229 -23.39021
C 2.77220 17.89878 -22.46441
N 1.99774 17.85531 -21.20336
C 2.75250 17.16103 -20.15348
C 1.79501 16.52544 -19.12072
O 1.05674 15.35425 -19.50102
C 1.92751 14.31762 -19.92850
H 1.08819 15.78721 -25.39063
H -0.51102 15.93183 -24.54198
H 0.71888 14.63570 -24.17109
H 2.91893 16.89872 -24.33130
H 2.70162 15.70567 -23.00134
H 2.48906 18.81752 -22.97806
H 3.83765 17.95063 -22.24026
H 1.26618 17.26018 -21.56494
H 3.36366 17.89498 -19.62822
H 3.38920 16.37458 -20.55870
H 0.97517 17.18397 -18.83383
H 2.28353 16.39599 -18.15496
H 1.24727 13.48109 -20.08847
H 2.55907 13.98705 -19.10390
H 2.38738 14.52396 -20.89496
C 10.80450 15.33213 -24.81686
O 10.11317 14.39485 -24.02160
C 8.66143 14.66138 -23.73921
C 8.36528 14.01481 -22.36736
N 8.74662 14.93448 -21.27840
C 8.73328 14.23024 -19.98895
C 9.05324 15.20691 -18.86530
O 10.36283 15.79424 -19.09828
C 10.67857 16.74940 -18.02968
H 11.64091 14.86066 -25.33284
H 11.05795 16.24901 -24.28470
H 10.02696 15.71140 -25.47996
H 8.16074 14.09117 -24.52168
H 8.33924 15.69437 -23.87041
H 8.89016 13.06952 -22.22946
H 7.30364 13.78496 -22.27695
H 9.65996 15.26667 -21.55328
H 9.51382 13.47234 -20.05561
H 7.78797 13.72813 -19.78309
H 9.05724 14.58914 -17.96727
H 8.20575 15.88249 -18.74931
H 10.67309 16.39170 -17.00006
H 9.99755 17.59972 -18.06519
H 11.67841 17.07655 -18.31499
C 6.40875 9.57046 -7.49232
C 6.57027 8.03827 -7.13671
C 7.43423 7.77508 -5.89136
O 7.70491 6.33329 -5.73123
C 8.61795 6.06485 -4.68371
N 5.25829 7.58845 -6.79170
H 7.32098 10.13770 -7.30749
H 5.54341 10.06394 -7.04986
H 6.14841 9.82599 -8.51946
H 6.97248 7.44751 -7.95971
H 6.95130 8.06383 -4.95782
H 8.38408 8.30700 -5.94555
H 9.61594 6.37364 -4.99477
H 8.61687 4.98009 -4.57689
H 8.42151 6.39943 -3.66510
H 5.40509 6.71925 -6.29870
H 4.85123 8.18562 -6.08616
*
```


Molecular formula: CH3O2S
Method: DFT, the ωB97M-V functional and the def2-TZVPD basis

Properties
- HOMO level (eV) = -4.233
- gap between HOMO and LUMO (eV) = 8.322
- electronic energy (eV) = -16017.57945

The geometry in ORCA input format:
```
! wB97M-V def2-TZVPD RIJCOSX def2/J DEFGRID3
* xyz -1 1
S -0.80754 -1.94973 -0.34496
H -1.02803 -2.40709 0.88582
O 1.07613 2.52392 0.14967
C 0.50592 1.49519 -0.17155
O 0.27042 0.50286 0.58935
H 0.05757 1.37259 -1.17949
H -0.23552 -0.52042 0.13338
*
```


Molecular formula: C19H28NPSnTe
Method: DFT, the ωB97M-V functional and the def2-TZVPD basis

Properties
- HOMO level (alpha / beta) (eV) = -13.524 / -13.684
- gap between HOMO and LUMO (alpha / beta) (eV) = 5.161 / 4.836
- electronic energy (eV) = -44041.11820

The geometry in ORCA input format:
```
! wB97M-V def2-TZVPD RIJCOSX def2/J DEFGRID3
* xyz 2 1
C -2.51313 0.17603 -4.05386
C -2.39368 -1.04122 -3.37898
C -1.81897 -1.09962 -2.08811
C -1.53992 0.09765 -1.39813
C -1.46861 1.26859 -2.16845
C -2.00689 1.33540 -3.46597
C -1.66548 -2.48433 -1.53282
C -0.26349 -3.20604 -1.55875
N 1.00502 -2.54352 -1.63817
Sn -1.89874 0.67875 0.84882
C -0.84672 2.55669 -1.62942
P 0.88165 2.33138 -1.09060
H -2.74805 -1.96781 -3.83867
H -2.00066 2.30276 -3.98313
H -2.97823 0.22634 -5.03372
H -1.40607 2.97918 -0.76894
H -0.82256 3.32542 -2.42783
H -2.07038 -2.57155 -0.50831
H -2.29041 -3.14772 -2.15249
H -0.21171 -3.83490 -0.65284
C 1.45211 3.82989 -0.30079
C 1.87422 2.00181 -2.54345
H -0.26680 -3.86496 -2.44527
C 1.36949 -1.72549 -2.76659
C 1.91305 -2.61192 -0.50713
H -0.00756 1.13468 0.76401
H 1.87816 -2.36430 -3.51151
H 0.48697 -1.26726 -3.24193
H 2.08135 -0.93800 -2.45777
H 2.57802 -3.48576 -0.63956
H 2.55243 -1.71269 -0.46248
H 1.34903 -2.72052 0.43920
H 2.09265 2.92716 -3.10145
H 2.83530 1.56657 -2.23789
H 1.37271 1.31171 -3.23600
H 1.54075 4.66369 -1.01090
H 0.75632 4.11661 0.49792
H 2.44237 3.62548 0.12720
H 0.88594 1.23618 -0.05284
Te -1.18391 -1.83827 2.03212
C -0.55934 -0.94627 3.83965
C -1.38966 0.01386 4.45282
C -0.84407 0.84412 5.43892
C 0.47930 0.65950 5.86181
C 1.25985 -0.37263 5.31896
C 0.73892 -1.19850 4.31918
H -2.40728 0.14589 4.09470
H -1.45143 1.64765 5.85671
H 0.90801 1.33340 6.60636
H 2.28587 -0.51828 5.66199
H 1.32417 -1.99914 3.86338
*
```


Molecular formula: C2H2N2
Method: DFT, the ωB97M-V functional and the def2-TZVPD basis

Properties
- HOMO level (eV) = -9.769
- gap between HOMO and LUMO (eV) = 9.751
- electronic energy (eV) = -5082.47390

The geometry in ORCA input format:
```
! wB97M-V def2-TZVPD RIJCOSX def2/J DEFGRID3
* xyz 0 1
C 0.01307 -0.79424 -0.28019
C 1.07432 -0.17244 -0.04467
N -2.70013 0.33941 -0.12902
N -1.61783 0.18425 0.09776
H 2.11674 -0.36715 -0.14331
H 1.11383 0.81018 0.49942
*
```


Question: What is the formula in the sixth record?
Answer: C2H2N2